Entry 1:
Below is an isolated molecule of C23H45BO12S in a non-equilibrium geometry, with properties calculated with ωB97M-V/def2-TZVPD.

Structure (XYZ):
```
82
Properties=species:S:1:pos:R:3:mulliken_charge:R:1
S -2.27 -2.56 3.94 1.2683
O 0.72 -3.18 -8.46 -0.2556
O -2.51 -3.26 5.31 -0.5635
O 1.33 1.17 3.99 -0.1921
O -1.34 3.94 4.03 -0.4003
O -2.82 -0.95 3.72 -0.4487
O 3.92 3.80 0.67 -0.5136
O 2.21 3.28 3.18 -0.1441
O -0.31 5.19 2.12 -0.4360
O -0.63 -2.18 3.52 -0.5821
O -0.16 0.23 6.46 -0.5590
O -2.70 -3.66 2.93 -0.5793
O 0.31 -2.20 5.99 -0.5264
C -1.53 -0.31 -1.82 -0.3354
C -2.21 -0.75 -3.28 -0.6723
C -1.73 0.31 -4.45 -0.3894
C 1.57 -2.17 6.75 -0.2191
C -1.72 -0.01 3.31 1.3208
C -2.16 1.45 3.97 -1.0681
C -0.36 -0.75 3.86 1.0299
C 2.55 1.85 3.50 -0.4804
C 1.39 -0.69 -8.00 -0.6584
C 1.09 -0.11 3.31 -1.1842
C 1.84 -3.74 7.25 -0.9335
C 1.35 -4.46 -8.86 -0.6079
C -2.12 -1.06 0.78 -0.2833
C 1.74 -2.15 -8.68 -0.4922
C 0.42 -0.77 -6.68 -0.2675
C -2.17 -0.26 -5.93 -0.6310
C -1.89 0.30 1.70 -0.8173
C -1.49 2.73 3.20 -0.0422
C -2.71 -0.52 -0.69 -0.7470
C 3.45 4.10 3.15 -0.6882
C 3.70 4.85 1.69 -0.1635
C -1.31 5.05 3.02 0.2098
C -1.03 -0.08 -7.10 -0.6527
B -0.06 -0.85 5.47 0.5381
H -0.93 1.07 -7.36 0.2547
H -3.02 -1.71 1.23 0.2037
H -1.02 0.22 6.96 0.3165
H -1.40 -0.69 -8.05 0.2608
H 2.81 5.59 1.42 0.1974
H 0.86 -4.05 7.84 0.2394
H -2.29 1.33 -4.21 0.2735
H 1.13 -0.03 2.14 0.4545
H 2.42 -0.23 -7.64 0.2832
H 2.37 -4.66 -8.28 0.2667
H 1.93 -0.86 3.68 0.3191
H 3.47 4.96 3.95 0.2545
H 3.73 2.91 1.09 0.3045
H -2.86 0.97 1.52 0.4211
H 0.93 -0.13 -5.82 0.2587
H -3.40 -0.64 -3.21 0.2818
H -1.95 -1.88 -3.53 0.2720
H -3.20 0.26 -6.21 0.3297
H 1.39 -1.50 7.72 0.2508
H -0.59 0.52 -4.33 0.2343
H -2.19 5.84 2.92 0.3411
H -2.38 -1.41 -5.82 0.2844
H -2.25 3.03 2.33 0.4237
H -1.98 1.53 5.12 0.1236
H 0.92 0.03 -8.80 0.3019
H 2.80 -3.85 7.91 0.3189
H 1.53 -4.54 -10.03 0.2488
H -3.38 -1.42 -1.09 0.4110
H -0.59 -1.01 -1.66 0.2110
H 4.67 5.51 1.72 0.2825
H 2.45 -1.74 6.09 0.1995
H 1.86 -2.02 -9.86 0.2769
H 3.04 1.36 2.55 0.3005
H -1.22 0.84 -1.88 0.2641
H -0.91 0.81 1.26 0.0813
H -0.47 2.50 2.66 0.0056
H 0.24 -1.85 -6.26 0.2441
H -1.15 -1.68 0.60 0.1857
H 1.85 -4.44 6.29 0.2507
H -3.43 0.40 -0.59 0.1724
H -3.34 1.56 3.82 0.3712
H 0.65 -5.38 -8.57 0.2193
H 3.29 1.92 4.43 0.3073
H 4.43 3.45 3.34 0.3756
H 2.79 -2.48 -8.26 0.2896
```

- Total charge: 0
- LUMO level: -0.111 eV
- SMILES: CCOB(O)[C@@]1(COCOCCO)OS(=O)(=O)O[C@@]1(CCCCCCCCCCCOC)CCOC=O
- Spin multiplicity: 1
- Calculated total energy: -2228.7426 hartree


Entry 2:
Below is a cluster of 2 separate species, C23H45ClNO7 in total in a non-equilibrium geometry, with properties calculated with ωB97M-V/def2-TZVPD.

Structure (XYZ):
```
77
Properties=species:S:1:pos:R:3:mulliken_charge:R:1
Cl -3.82 1.27 -1.08 -0.0491
O -5.00 -1.19 -2.07 -0.3125
O 4.63 -4.71 2.20 -0.2764
O -3.21 1.83 -5.27 -0.5258
O -2.18 6.53 -1.70 -0.3983
O -1.45 4.97 -3.52 -0.4979
O -4.43 0.55 -3.50 -0.2827
O -2.04 0.01 -4.00 -0.3364
N 3.23 -2.09 3.12 0.0716
C -2.34 5.53 -0.59 -0.3500
C -0.98 3.20 -0.49 0.1162
C -3.22 0.86 -4.34 0.3923
C 4.22 -0.98 3.56 -0.3410
C -6.07 -0.81 -1.13 -0.2631
C 0.36 -0.27 -0.78 0.1169
C -0.88 4.83 -0.17 -0.5387
C -3.99 -0.15 -2.25 0.4752
C -3.69 6.23 -3.92 -0.7966
C 5.69 -1.26 3.33 -1.1574
C 1.83 -1.55 3.52 -1.0866
C 3.26 -2.25 1.58 -0.5131
C 2.22 -3.20 1.03 -1.1488
C 5.93 -4.96 1.68 -0.7718
C 4.65 -4.28 3.56 -0.4171
C 0.23 1.13 -1.62 0.3166
C 0.49 2.49 -0.74 -0.7078
C -1.64 -1.76 -1.99 -0.8778
C -2.34 5.85 -3.02 0.6216
C -7.09 0.37 -1.69 -0.7712
C 3.41 -3.43 3.90 -0.7264
C -1.08 -1.09 -0.61 -0.3014
C -2.63 -0.84 -2.91 0.0549
H 6.25 -0.32 3.34 0.4094
H 1.08 -2.31 3.31 0.4423
H 5.58 -3.77 3.80 0.3041
H -0.89 1.19 -1.99 -0.5242
H 1.84 -1.33 4.59 0.4123
H -7.66 0.06 -2.69 0.2663
H 4.27 -2.55 1.29 0.1632
H 6.11 -1.85 4.15 0.3360
H 1.13 2.33 0.22 0.1790
H 3.93 -0.08 3.01 0.4635
H 1.08 3.23 -1.48 0.3446
H 0.00 5.30 -0.80 0.3042
H -1.83 -0.42 -0.02 0.2037
H 2.35 -3.30 -0.06 0.4387
H -0.72 -2.16 -2.62 0.2993
H 4.62 -5.19 4.18 0.4112
H -0.81 -2.00 0.11 0.0770
H 4.05 -0.80 4.63 0.3883
H -7.85 0.69 -0.83 0.3203
H -3.15 -1.68 -3.59 0.3796
H -2.85 6.02 0.36 0.3457
H -2.25 -2.74 -1.69 0.3835
H 1.23 -0.99 -1.18 0.1875
H 6.66 -5.19 2.46 0.3544
H 0.70 0.01 0.32 -0.3535
H -3.41 6.52 -5.03 0.3001
H -1.45 2.69 0.47 0.1512
H 5.91 -1.76 2.38 0.2453
H 3.10 -1.25 1.17 0.7788
H 3.43 -3.17 4.96 0.3964
H 6.26 -4.08 1.12 0.2784
H -4.51 5.37 -3.87 0.1939
H 2.28 -4.21 1.45 0.3180
H 2.51 -4.02 3.71 0.4434
H 1.01 1.09 -2.52 0.3946
H 1.20 -2.83 1.18 0.1153
H -0.77 5.06 0.99 0.3090
H -5.68 -0.59 -0.02 0.2446
H -4.22 7.19 -3.46 0.2976
H 1.64 -0.64 2.95 0.3937
H 5.87 -5.80 0.98 0.2699
H -3.12 4.75 -1.01 0.1727
H -1.70 3.13 -1.43 -0.0875
H -6.52 1.38 -1.97 0.2061
H -6.76 -1.77 -1.01 0.3248
```

- Total charge: +1
- LUMO level: -2.398 eV
- Spin multiplicity: 1
- Calculated total energy: -1944.3650 hartree


Entry 3:
Below is a structure of composition C23H45N4O2P3Re in a non-equilibrium geometry, with properties calculated with ωB97M-V/def2-TZVPD.

Structure (XYZ):
```
78
Properties=species:S:1:pos:R:3:lowdin_spin:R:1
Re 0.71 0.08 -0.91 1.2138
P 0.13 2.71 0.18 0.0044
P 2.65 -0.66 -1.84 0.0549
P -2.01 -1.36 -1.01 0.1393
O 2.72 0.77 1.33 0.0690
O 0.70 -2.97 -0.32 0.0138
N -0.25 -0.36 4.78 0.4658
N 0.01 -0.17 2.33 0.1017
N -2.01 -1.19 3.32 0.0689
N 0.12 -2.33 3.49 0.2800
C -1.71 -0.56 4.64 0.0275
C 0.22 0.48 3.64 0.0323
C -1.47 -0.31 2.30 0.0036
C 0.65 -1.80 -0.62 0.0042
C 2.76 -1.66 -3.33 0.0169
C -1.78 1.67 -3.40 0.0511
C 3.90 0.61 -2.08 0.0338
C 0.78 -1.48 2.51 0.0151
C 0.69 3.14 1.87 0.0010
C -2.60 -2.46 0.35 0.0141
C 3.67 -1.78 -0.80 0.0112
C 0.38 -1.69 4.78 0.0162
C -1.32 -2.51 3.37 0.0298
C 0.99 4.18 -0.48 0.0065
C 1.88 0.48 0.54 0.0545
C -0.82 2.68 -3.22 0.0093
C -1.57 3.37 0.42 -0.0036
C 0.50 2.47 -3.62 0.0312
C 0.86 1.26 -4.23 0.0531
C -0.09 0.25 -4.41 0.0277
C -1.42 0.47 -4.01 0.0384
C -1.85 -2.79 -2.13 0.0222
C -3.66 -0.72 -1.41 0.0280
H -2.10 -1.23 5.43 0.0000
H -2.80 -3.34 -2.22 0.0057
H -1.68 -2.97 0.69 0.0009
H -2.16 -0.31 -4.17 0.0001
H -4.42 -1.50 -1.26 0.0056
H 3.23 -2.78 -0.74 0.0005
H -1.70 -3.02 4.26 -0.0004
H -0.33 1.40 3.67 0.0035
H -1.08 -3.48 -1.74 0.0000
H -2.24 0.41 4.65 0.0074
H -2.12 2.77 1.16 0.0001
H 0.03 -2.34 5.57 0.0004
H 0.61 4.46 -1.47 0.0001
H -2.11 3.32 -0.53 0.0000
H 1.47 -1.58 4.81 0.0006
H 0.90 -2.08 1.61 0.0072
H -3.29 -3.24 0.01 0.0037
H -2.79 1.80 -3.02 0.0010
H 1.77 3.03 2.00 0.0000
H -1.58 4.42 0.77 -0.0006
H 3.80 -2.02 -3.44 0.0009
H 0.40 4.16 2.20 0.0003
H 2.06 3.90 -0.56 0.0002
H -1.12 3.63 -2.77 -0.0004
H 1.89 1.11 -4.56 0.0005
H 2.10 -2.54 -3.26 -0.0002
H 3.50 1.41 -2.72 -0.0007
H -3.71 -0.35 -2.44 0.0003
H 0.19 2.42 2.52 0.0002
H 0.91 5.04 0.21 0.0009
H 3.81 -1.38 0.22 0.0001
H -1.64 -3.10 2.52 0.0120
H -3.07 -1.94 1.20 -0.0001
H -1.52 -2.47 -3.13 -0.0002
H -1.93 0.68 2.56 0.0033
H 4.66 -1.86 -1.27 0.0000
H 4.21 1.04 -1.11 -0.0005
H 1.25 3.23 -3.41 0.0000
H 0.21 -0.71 -4.81 -0.0004
H 2.50 -1.08 -4.22 0.0004
H -1.78 -0.56 1.27 0.0050
H 4.78 0.16 -2.56 0.0050
H 1.71 -1.14 2.98 0.0000
H 1.29 0.69 3.75 0.0019
H -3.87 0.11 -0.72 0.0004
```

- Total charge: +4
- LUMO level (alpha / beta): -13.434 / -15.674 eV
- Spin multiplicity: 4
- Calculated total energy: -2373.5160 hartree
- Expectation value of S²: 3.780